DFT (the ωB97M-V functional and the def2-TZVPD basis) results for a molecular structure, C12H21N3Re.

## Properties
- energy above the lowest of the compared OMol25 structures with the same formula, charge and spin (kcal/mol) = 0.0
- net charge = +4
- HOMO (spin up / spin down) (eV) = -24.444 / -24.449
- molar mass (g/mol) = 393.528
- multiplicity = 2

Element x y z (Å)
Re1 1.24113 -0.13227 0.43532
C1 4.57387 -2.01697 -0.02949
C2 3.73400 -0.91926 0.48233
C3 3.09335 -0.98980 1.76908
C4 2.37420 0.07976 2.31277
C5 2.23806 1.31701 1.58094
C6 2.79901 1.37155 0.24991
C7 3.50299 0.27182 -0.26758
H1 5.14942 -2.46552 0.78595
H2 5.22092 -1.69425 -0.84186
H3 3.95465 -2.84363 -0.41519
H4 3.15760 -1.91760 2.33870
H5 1.90413 -0.00811 3.28725
H6 1.85489 2.20150 2.07701
H7 2.65248 2.26697 -0.34754
H8 3.89269 0.33514 -1.28313
C8 -2.72172 1.99604 0.71074
N1 -1.95978 1.36459 -0.36255
C9 -1.14527 2.11537 -1.26601
C10 -1.84011 -0.02600 -0.43911
N2 -0.50820 -0.52494 -0.25452
N3 -2.81638 -0.79371 -0.72623
C11 -4.14433 -0.26345 -1.15635
C12 -2.73563 -2.27201 -0.71381
H9 -2.10419 2.01252 1.63043
H10 -3.62436 1.43161 0.94646
H11 -2.96229 3.02210 0.44506
H12 -1.56346 3.10675 -1.44088
H13 -0.97186 1.58650 -2.20273
H14 -0.13562 2.28437 -0.77443
H15 -0.45767 -1.49576 -0.59792
H16 -4.08467 0.78128 -1.42255
H17 -4.86446 -0.42305 -0.35527
H18 -4.46262 -0.84112 -2.02296
H19 -1.97564 -2.63203 -0.02748
H20 -2.56945 -2.63138 -1.73041
H21 -3.69565 -2.65401 -0.37395